{"formula": "C9H21PSi", "method": "ωB97M-V/def2-TZVPD", "elements": ["H", "H", "H", "H", "C", "H", "H", "H", "C", "H", "H", "C", "H", "C", "H", "H", "C", "H", "P", "Si", "H", "C", "H", "H", "C", "C", "H", "H", "C", "H", "H", "H"], "positions_angstrom": [[0.13, 0.65, -1.73], [-3.09, -1.16, -2.08], [-2.50, 2.68, -0.24], [2.79, -1.82, 2.20], [2.44, -1.04, 1.53], [2.31, -0.08, 2.12], [-1.13, 3.70, 0.50], [-1.81, 0.00, 1.05], [-2.16, -0.79, -2.03], [-0.73, 2.05, -1.94], [1.71, 1.76, -0.02], [-0.51, 1.74, -0.01], [3.34, -1.01, 0.81], [-0.77, 1.19, -1.43], [0.40, -3.75, 1.52], [-0.39, -2.78, 2.71], [-2.07, 0.43, -1.58], [-2.95, 0.93, -1.41], [-0.49, 0.48, 1.50], [0.71, -1.26, 0.74], [-0.06, -2.44, -1.17], [0.93, -1.99, -1.02], [0.99, 2.72, 1.30], [1.89, -2.57, -1.05], [-1.61, 2.77, 0.44], [-0.23, -2.75, 1.62], [0.98, 3.26, -0.47], [-1.12, -2.94, 1.06], [0.88, 2.42, 0.15], [0.98, -1.25, -1.81], [-2.01, 2.50, 1.41], [-1.40, -1.40, -2.45]], "relative_energy_ev": 2.649, "spin_multiplicity": 3, "energy_ev": -26832.165}



{"formula": "C9H22BeN2O2P2", "method": "ωB97M-V/def2-TZVPD", "elements": ["H", "C", "O", "P", "C", "C", "N", "H", "O", "H", "H", "H", "H", "H", "H", "C", "H", "H", "H", "H", "H", "N", "H", "C", "C", "H", "H", "Be", "C", "H", "C", "H", "H", "H", "H", "H", "P", "C"], "positions_angstrom": [[-1.92, 2.88, -0.14], [0.63, 2.66, -0.63], [1.11, -0.56, 2.03], [-0.92, 1.91, -0.37], [-1.10, 2.38, -4.00], [0.01, -2.89, -0.52], [0.77, -1.88, -0.55], [-0.80, -0.15, -4.86], [-1.41, 1.27, -1.79], [-0.99, -1.05, -3.33], [1.47, -1.42, 2.33], [-1.23, -2.93, 1.31], [-2.05, -3.45, -0.25], [2.93, -0.32, -2.16], [1.18, 0.02, 2.79], [2.19, -1.93, -0.91], [-0.47, 2.38, -4.90], [2.80, -2.39, -0.12], [-2.37, -0.06, -4.01], [3.54, -0.32, -0.47], [-0.95, 3.35, -3.53], [1.55, 0.48, -0.79], [-1.92, -0.93, 1.68], [2.65, -0.46, -1.10], [-0.74, 1.14, -3.19], [2.35, -2.50, -1.84], [0.76, 3.72, -0.67], [0.32, -0.33, -0.16], [-1.28, -0.12, -3.86], [0.34, 1.02, -3.06], [1.71, 1.80, -0.87], [2.67, 2.17, -1.19], [-3.18, -0.79, -0.11], [0.22, -3.79, -1.13], [-2.13, 2.25, -4.36], [-0.70, 1.73, 1.07], [-1.81, -0.93, 0.29], [-1.30, -2.81, 0.21]], "charge": 1, "spin_multiplicity": 2, "energy_ev": -35735.945}



{"formula": "C9H22Cl2O3P2Pd", "method": "ωB97M-V/def2-TZVPD", "elements": ["H", "H", "O", "H", "H", "C", "H", "H", "H", "H", "H", "H", "H", "H", "C", "C", "C", "C", "H", "H", "H", "P", "P", "H", "O", "H", "O", "H", "H", "H", "H", "C", "Cl", "C", "C", "Pd", "H", "C", "Cl"], "positions_angstrom": [[-4.14, 0.38, -0.76], [-2.11, 2.63, -0.63], [2.24, -0.57, 1.00], [3.75, 2.37, 1.54], [1.67, 2.88, -1.29], [-2.06, 2.43, 0.45], [-1.09, -3.20, -2.54], [2.23, -1.08, -3.18], [2.43, -2.44, -0.24], [1.30, 3.18, -0.67], [2.40, -0.06, -1.67], [-2.18, -0.38, 2.99], [1.16, -3.73, -0.41], [-3.01, 1.16, 3.08], [1.73, -2.95, -0.93], [-0.39, -2.45, -2.94], [2.85, 0.54, 0.80], [1.70, -0.50, -2.41], [-0.97, -1.66, -3.44], [1.05, 0.27, -2.84], [-1.22, 0.17, -0.48], [-2.28, 0.65, 0.77], [0.63, -1.73, -1.65], [-1.06, 2.73, 0.76], [0.45, -0.93, 2.89], [-4.26, -0.76, 0.57], [3.38, 0.86, -0.30], [-4.68, 0.92, 0.84], [2.23, -3.34, -1.83], [0.35, -2.90, -3.61], [-2.80, 3.08, 0.96], [-2.18, 0.63, 2.58], [3.81, 0.84, 3.34], [3.07, 1.57, 1.94], [0.44, -0.97, 1.73], [-0.69, -1.34, 0.07], [-1.25, 1.09, 2.92], [-3.98, 0.26, 0.31], [1.49, 2.33, 2.26]], "charge": 2, "spin_multiplicity": 5, "energy_ev": -62911.191}



{"formula": "C9H22CrF3N2O13S3", "method": "ωB97M-V/def2-TZVPD", "elements": ["O", "H", "O", "F", "H", "H", "N", "H", "H", "H", "C", "C", "C", "C", "O", "H", "H", "H", "O", "H", "O", "C", "H", "C", "O", "C", "C", "O", "H", "N", "O", "Cr", "S", "C", "O", "H", "O", "H", "F", "O", "H", "H", "H", "F", "H", "S", "H", "O", "O", "H", "H", "S", "H"], "positions_angstrom": [[-21.06, -9.25, -19.51], [-23.32, -11.38, -16.42], [-18.60, -9.23, -19.57], [-19.39, -13.78, -17.04], [-19.54, -8.68, -14.18], [-22.28, -11.17, -11.39], [-20.39, -11.03, -15.45], [-22.03, -11.42, -17.34], [-20.81, -11.95, -15.43], [-23.22, -9.73, -14.07], [-22.35, -10.38, -14.15], [-21.58, -10.26, -15.48], [-17.62, -12.22, -13.55], [-17.75, -9.96, -13.19], [-14.66, -8.96, -17.47], [-16.91, -12.31, -12.73], [-21.46, -9.69, -11.07], [-22.74, -11.39, -14.08], [-17.84, -10.94, -14.17], [-18.97, -7.52, -14.98], [-16.15, -9.99, -19.05], [-22.09, -10.18, -11.80], [-16.93, -7.64, -12.36], [-17.52, -8.69, -14.11], [-19.59, -10.77, -18.22], [-17.51, -7.41, -13.25], [-18.12, -14.28, -17.33], [-17.61, -11.65, -16.90], [-17.27, -12.85, -14.37], [-18.79, -8.50, -14.83], [-17.44, -12.38, -19.20], [-18.66, -9.97, -16.40], [-16.00, -8.93, -18.13], [-22.49, -10.72, -16.64], [-16.04, -7.72, -18.94], [-16.70, -8.79, -14.83], [-15.66, -13.07, -17.61], [-23.05, -9.85, -17.00], [-17.59, -14.84, -16.17], [-19.75, -8.54, -17.56], [-23.01, -9.59, -11.86], [-16.88, -10.11, -12.56], [-21.23, -9.24, -15.58], [-18.18, -15.18, -18.33], [-17.10, -6.56, -13.80], [-19.77, -9.38, -18.75], [-18.50, -12.72, -13.15], [-21.39, -10.16, -13.07], [-17.11, -9.03, -17.18], [-18.49, -7.06, -12.92], [-20.23, -10.94, -14.46], [-17.07, -12.70, -17.80], [-18.65, -9.84, -12.59]], "charge": -2, "spin_multiplicity": 6, "energy_ev": -108364.723}



{"formula": "C9H22LuN4O7", "method": "ωB97M-V/def2-TZVPD", "elements": ["H", "H", "H", "H", "N", "Lu", "O", "C", "H", "H", "O", "H", "H", "H", "C", "O", "O", "H", "O", "C", "C", "N", "H", "C", "N", "H", "O", "H", "H", "H", "C", "N", "C", "C", "H", "H", "O", "H", "H", "H", "H", "H", "C"], "positions_angstrom": [[3.18, 4.41, 0.10], [-0.28, 1.21, -2.08], [2.05, -1.87, 1.13], [0.15, -0.13, -4.05], [-0.15, -2.30, -1.15], [0.37, -0.13, -0.60], [-0.71, 1.88, 1.71], [-0.91, -3.04, -0.33], [-1.46, -3.81, 2.44], [-0.02, -2.17, -3.01], [2.23, -1.18, 0.46], [-1.46, -0.25, -1.52], [2.89, -0.59, 0.89], [-1.06, 0.55, 2.00], [-1.24, -4.46, -0.60], [-3.60, 2.56, 0.81], [2.56, 1.15, -2.01], [-0.66, -4.83, -1.45], [0.19, -2.91, -2.36], [-1.00, 0.38, -2.35], [1.47, 3.57, 2.08], [-0.95, -1.08, 0.97], [-2.32, -4.58, -0.81], [-2.10, -3.07, 1.93], [1.95, 1.41, -0.90], [-1.87, 0.88, -2.77], [-1.38, -0.46, 2.11], [2.39, 4.14, 1.95], [0.62, 4.27, 2.13], [-2.96, -3.62, 1.51], [-1.33, -2.38, 0.86], [0.32, 1.68, 0.91], [2.16, 2.55, -0.18], [1.32, 2.61, 0.95], [-1.01, -5.06, 0.30], [-3.99, 1.89, 0.21], [-0.40, -0.62, -3.42], [1.54, 3.04, 3.04], [4.22, 3.05, -0.41], [-2.68, 2.28, 0.97], [3.13, 3.84, -1.58], [-2.45, -2.34, 2.66], [3.23, 3.52, -0.54]], "charge": 1, "energy_ev": -63591.632}



{"formula": "C9H22N2P2", "method": "ωB97M-V/def2-TZVPD", "elements": ["C", "H", "H", "H", "H", "C", "H", "H", "H", "H", "H", "N", "C", "C", "H", "H", "H", "C", "H", "H", "H", "C", "C", "H", "H", "H", "H", "H", "P", "C", "N", "H", "C", "H", "P"], "positions_angstrom": [[-0.35, -2.79, 2.75], [0.75, 2.62, -3.26], [-0.84, -3.04, 0.16], [-1.56, 2.44, 0.35], [-1.89, 0.47, 0.84], [1.99, -2.30, 2.00], [-2.56, 1.72, -1.79], [2.07, -0.54, -0.67], [-1.69, 2.01, -3.29], [0.28, 4.08, -2.37], [-0.15, -3.85, 2.85], [-1.30, -0.32, 0.60], [0.51, -2.20, 1.63], [0.24, -2.96, 0.33], [-1.29, -1.34, -1.13], [-1.41, -2.65, 2.54], [1.98, 1.22, -0.29], [-1.81, 2.34, -2.26], [0.64, -3.97, 0.42], [-0.12, -2.30, 3.70], [-2.16, 3.37, -2.27], [1.43, 0.32, -0.52], [-0.48, 2.23, -1.52], [-0.67, 3.87, -0.13], [2.20, -1.69, 2.88], [1.54, 3.01, -1.73], [2.25, -3.33, 2.22], [0.20, 2.49, 0.54], [0.06, 0.42, -1.67], [-0.63, 2.78, -0.10], [-1.22, -0.38, -0.82], [2.62, -1.95, 1.19], [0.59, 3.04, -2.26], [0.71, -2.48, -0.52], [0.06, -0.35, 1.60]], "energy_ev": -31246.259}



{"formula": "C9H22N2Si2", "method": "ωB97M-V/def2-TZVPD", "elements": ["C", "H", "H", "C", "H", "H", "Si", "H", "C", "C", "H", "H", "H", "H", "H", "H", "C", "Si", "N", "H", "C", "C", "H", "H", "N", "H", "C", "H", "H", "H", "H", "H", "H", "H", "C"], "positions_angstrom": [[5.52, -3.35, 5.27], [-2.18, -1.50, 6.90], [-6.87, 7.98, -10.30], [-6.13, 4.28, -11.62], [5.42, -4.68, 9.09], [4.85, -2.64, 4.95], [-6.55, 5.57, -10.35], [-3.95, 4.70, -11.88], [-4.85, 4.57, -12.47], [6.07, -4.59, 8.21], [-6.51, 7.49, -12.02], [7.62, -3.65, 9.45], [0.43, -3.07, 4.12], [-4.66, 3.96, -13.24], [6.09, -5.57, 7.80], [-2.06, -2.41, 4.66], [-0.13, -2.07, 7.06], [5.54, -3.21, 7.10], [0.82, -2.53, 6.26], [5.02, -4.35, 4.99], [-6.32, 7.35, -10.94], [0.12, -2.71, 5.07], [-0.14, -1.92, 8.16], [-5.13, 5.54, -13.01], [-1.35, -1.98, 6.51], [-5.23, 7.65, -10.89], [7.51, -4.46, 8.69], [7.76, -5.31, 9.35], [-6.45, 5.46, -8.92], [6.54, -3.34, 4.89], [5.11, -2.04, 7.65], [-6.93, 4.25, -12.51], [8.23, -4.27, 7.82], [-6.04, 3.22, -11.07], [-1.18, -2.38, 5.21]], "relative_energy_ev": 2.577, "charge": 2, "energy_ev": -28406.587}